# 1
Molecular formula: C22H42NOP3Pm
Method: DFT, ωB97M-V/def2-TZVPD

Summary:
- HOMO (spin up / spin down) (eV) = -16.2 / -16.2
- energy (eV) = -71425.869
- charge = +3
- 2S+1 = 5
- energy relative to the best compared isomer or geometry (same formula, charge and spin) (kcal/mol) = 8.5
- ⟨S²⟩ = 6.01

```
70
Properties=species:S:1:pos:R:3:forces:R:3
Pm 0.146652 -0.974179 -0.305930 2.0 4.7 3.4
P -0.679673 0.734834 1.974773 -0.8 1.0 1.2
P -2.736425 -1.273207 -0.267903 -2.1 -0.1 1.5
P 2.461728 1.386954 0.414483 0.4 0.7 -0.2
H -1.457395 -1.398141 -2.607014 0.6 -0.7 -0.2
C -0.464352 -1.865588 -2.445450 -1.1 -3.2 -1.1
C -0.273868 -2.907816 -1.560673 -0.1 -1.0 -4.3
H -1.097219 -3.573411 -1.291097 0.0 0.6 0.6
C -1.504188 2.369656 1.697863 0.2 0.0 -0.3
C -1.832459 -0.023600 3.185167 -0.2 -0.2 0.1
C 0.596249 1.140271 3.236768 0.5 0.0 -0.1
C -3.874791 -2.054215 -1.520986 0.8 -0.4 0.1
C -3.204645 -2.221489 1.268874 0.4 -0.2 0.2
C -3.528172 0.343690 0.203820 -0.4 0.3 -0.4
C 3.611009 1.259084 -1.014200 0.3 -0.5 -0.6
C 3.705260 1.719832 1.750618 0.0 -0.3 0.3
C 1.760822 3.078228 0.196371 -0.3 0.0 -0.1
H 0.319689 -1.560480 -3.135889 0.5 0.7 0.5
H 0.766193 -3.280578 -1.351976 -0.9 0.1 -0.4
H -1.786312 2.806552 2.664904 0.1 -0.1 -0.2
H -2.405328 2.250688 1.084037 0.4 0.2 0.5
H -0.836123 3.054574 1.162270 -0.1 -0.1 0.3
H -1.796575 0.504757 4.146485 0.1 -0.1 -0.3
H -1.512232 -1.061536 3.339902 -0.2 0.2 0.2
H -2.869339 -0.003223 2.837238 0.4 0.0 0.4
H 0.091122 1.421282 4.181170 0.3 -0.1 -0.6
H 1.266905 1.951011 2.916474 -0.3 -0.3 0.1
H 1.199364 0.232991 3.410188 -0.2 0.5 0.1
H -4.928011 -1.986951 -1.213949 0.4 0.2 0.0
H -3.627816 -3.135886 -1.607882 -0.1 0.6 0.1
H -3.722520 -1.601407 -2.502492 -0.2 0.0 0.0
H -4.257033 -2.540814 1.199999 0.4 0.1 0.0
H -3.085548 -1.564549 2.154061 -0.2 -0.8 -0.9
H -2.550980 -3.101665 1.432142 -0.6 0.3 -0.1
H -4.570549 0.397853 -0.190333 0.8 0.0 0.2
H -2.930987 1.178593 -0.203549 -0.6 -0.4 -0.1
H -3.562013 0.490852 1.309811 -0.1 -0.3 -1.2
H 4.662219 1.475690 -0.698807 -0.9 -0.2 -0.4
H 3.304316 1.964737 -1.809848 0.2 -0.4 0.4
H 3.565350 0.223000 -1.428184 0.3 0.8 0.2
H 4.698084 1.864244 1.290672 -0.5 -0.1 0.3
H 3.744096 0.853003 2.423502 0.2 0.3 0.0
H 3.467959 2.622277 2.338986 0.0 -0.4 -0.2
H 2.465794 3.692264 -0.372743 -0.1 0.0 0.2
H 1.566220 3.554051 1.165474 0.1 -0.1 -0.2
H 0.819105 3.047685 -0.359627 0.2 0.0 0.0
C 0.341200 1.642552 -3.302202 1.4 1.3 -2.3
C -0.393806 2.608438 -4.026084 0.5 -0.4 0.9
C 0.169307 3.198858 -5.170332 0.1 -0.3 -0.1
C 1.295390 2.596188 -5.811807 -1.3 0.1 0.8
C 1.857117 1.450790 -5.212083 1.3 0.2 -0.6
C 1.566132 1.138197 -3.868781 -1.7 -1.0 1.5
O -0.047699 1.365487 -1.987781 -0.3 -1.4 1.0
H -0.829982 1.883001 -1.713368 0.5 0.0 -0.6
H -1.358718 2.897543 -3.560385 0.7 0.4 -0.6
H -0.300144 4.132793 -5.538377 0.4 -0.9 -0.1
H 1.650444 3.028115 -6.762170 -0.1 -0.5 0.6
H 2.633962 0.860554 -5.802624 -0.9 1.0 1.2
H 2.185087 0.438490 -3.214409 -0.8 0.8 -1.3
C 1.316331 -3.942543 3.627916 -0.3 -0.4 -0.2
C 0.393252 -4.460942 2.679745 0.0 1.0 -0.7
C 0.141997 -3.689206 1.523783 1.4 0.2 1.1
N 0.898658 -2.552362 1.281257 -1.4 -0.5 -0.1
C 1.761968 -2.050512 2.190859 -0.4 -1.1 0.1
C 1.980537 -2.721914 3.381753 -0.1 -0.4 0.4
H 1.488122 -4.518297 4.565116 0.0 0.6 -0.8
H -0.138771 -5.417760 2.791018 0.3 0.6 0.2
H -0.647705 -3.973647 0.792917 1.0 0.2 0.6
H 2.251321 -1.110761 1.922747 0.0 -0.3 0.1
H 2.662417 -2.292983 4.115775 -0.2 -0.2 -0.1
```
Forces are in eV/Å.

***

# 2
Molecular formula: C5H9NOS
Method: DFT, ωB97M-V/def2-TZVPD

Summary:
- HOMO (eV) = -8.3
- energy (eV) = -19700.803
- charge = 0
- 2S+1 = 1
- energy relative to the best compared isomer or geometry (same formula, charge and spin) (kcal/mol) = 80.7

```
17
Properties=species:S:1:pos:R:3:forces:R:3
N -1.878511 1.242176 0.319672 -0.9 -0.3 0.9
C -1.588130 -0.008380 -0.343131 0.9 -0.4 -0.4
C -0.537813 -1.008642 0.191203 -1.3 -0.5 -1.0
C 0.072686 -0.774678 1.533808 2.3 0.2 -0.3
S 1.653163 0.164549 1.076136 -0.8 0.8 -1.3
C 0.960648 0.853711 -0.586416 0.4 0.0 -0.9
C -0.196537 -0.086600 -0.995038 1.2 -1.0 2.6
O 0.078035 -0.786247 -2.160521 -5.2 2.4 -4.1
H -2.571760 1.208070 1.123166 1.1 -0.1 -1.7
H -2.132112 1.955789 -0.372301 0.0 -0.4 0.7
H -2.364427 -0.606542 -0.826633 -0.2 0.6 -0.3
H -0.688535 -2.059833 -0.207518 0.0 1.3 0.9
H -0.517390 -0.100104 2.204488 0.5 -1.1 -0.4
H 0.554986 -1.721902 1.963030 -1.4 1.4 -0.2
H 1.727291 0.887616 -1.483695 -1.3 -0.5 2.2
H 0.584028 1.877805 -0.496128 0.3 -0.1 0.5
H -0.782515 -0.331405 -2.878676 4.2 -2.4 2.8
```
Forces are in eV/Å.

***

# 3
Molecular formula: C27H26NO
Method: DFT, ωB97M-V/def2-TZVPD

Summary:
- HOMO (eV) = -10.8
- energy (eV) = -31951.346
- charge = +1
- 2S+1 = 1
- energy relative to the best compared isomer or geometry (same formula, charge and spin) (kcal/mol) = 0.0

```
55
Properties=species:S:1:pos:R:3:forces:R:3
C 3.310508 -1.696738 -5.398037 0.3 -0.3 -0.4
C 2.697098 -0.871166 -4.325691 0.0 0.1 0.7
C 2.129919 0.374388 -4.599026 -0.6 -0.3 1.0
C 1.340823 1.020500 -3.641216 -0.4 -0.4 0.6
C 1.095643 0.393171 -2.388406 0.6 0.5 -0.1
C 0.003605 0.916471 -1.419308 2.7 1.2 -0.2
N -1.233531 0.147612 -1.486122 -2.5 -1.7 0.0
C -2.395601 0.194985 -2.573516 0.0 -0.1 0.4
C -3.776387 0.170810 -1.881520 0.1 -0.2 0.3
C -4.460437 1.340392 -1.527602 -0.4 0.2 0.1
C -5.763919 1.302036 -0.989363 0.1 -0.2 0.0
C -6.408340 0.073821 -0.763289 0.8 0.0 -0.4
C -5.709145 -1.112100 -1.049541 0.1 0.1 0.0
C -4.402878 -1.055414 -1.579335 -0.4 -0.1 0.0
C 0.420808 0.885243 0.077683 -0.5 -0.1 0.2
C 0.366939 -0.372021 0.714638 0.1 0.5 0.1
C 0.417608 -0.489647 2.099292 0.0 0.3 -0.4
C 0.533444 0.657806 2.869481 0.1 0.1 1.0
O 0.404562 0.626813 4.262784 -0.4 0.1 -0.9
C 1.398397 0.095215 5.069338 0.8 0.2 0.3
C 1.803844 0.887185 6.157218 0.3 0.0 -0.4
C 2.976931 0.551573 6.845059 -0.4 -0.2 0.0
C 3.669790 -0.624989 6.518649 -0.2 0.3 0.0
C 3.173875 -1.462921 5.519554 0.0 0.1 0.2
C 2.028200 -1.116336 4.796538 0.2 0.3 0.2
C 0.701797 1.904143 2.265037 -0.1 -0.2 -0.3
C 0.643307 2.030682 0.877692 0.1 -0.4 -0.7
C 1.962127 -0.660494 -2.020445 -0.5 0.1 -0.2
C 2.712840 -1.316270 -2.997638 -0.6 0.5 0.1
H 3.310198 -2.756083 -5.136921 0.0 0.1 0.0
H 2.759048 -1.585568 -6.327940 0.0 0.0 -0.1
H 4.343547 -1.412217 -5.600638 0.0 0.1 0.0
H 2.223611 0.777702 -5.581006 0.1 0.4 -0.5
H 0.944880 2.031501 -3.828578 -0.1 -0.7 -0.1
H -0.294919 1.897843 -1.757714 0.2 0.6 0.2
H -1.758088 0.369556 -0.629370 0.3 -0.2 0.0
H -0.953218 -0.836129 -1.398583 -0.4 0.2 0.0
H -2.304541 -0.717803 -3.172585 0.3 0.3 0.1
H -2.221499 1.061088 -3.222397 -0.1 -0.1 0.4
H -3.984597 2.310832 -1.675016 -0.2 -0.2 -0.1
H -6.303288 2.237350 -0.761292 0.5 -0.6 -0.2
H -7.428876 0.041745 -0.375695 0.4 0.0 -0.1
H -6.207383 -2.086857 -0.878306 0.5 0.7 -0.1
H -3.884572 -1.998446 -1.765611 -0.1 0.2 -0.1
H 0.319576 -1.285812 0.124025 -0.2 0.1 0.2
H 0.328056 -1.458761 2.552744 -0.1 -0.1 0.1
H 1.236986 1.795299 6.394675 0.3 -0.4 -0.2
H 3.342035 1.218445 7.641121 -0.2 -0.5 -0.4
H 4.579758 -0.880308 7.063197 -0.3 0.0 -0.2
H 3.688145 -2.395877 5.287336 -0.1 0.2 0.1
H 1.646332 -1.763083 4.017190 0.2 0.0 0.1
H 0.824112 2.782441 2.881177 0.1 0.0 0.1
H 0.840497 3.006181 0.403279 -0.4 -0.5 0.3
H 2.064960 -0.935030 -0.963661 -0.2 -0.2 -0.6
H 3.247393 -2.212771 -2.722344 0.2 0.0 0.0
```
Forces are in eV/Å.

***

# 4
Molecular formula: C2H4OS2
Method: DFT, ωB97M-V/def2-TZVPD

Summary:
- HOMO (eV) = -9.2
- energy (eV) = -25856.420
- charge = 0
- 2S+1 = 1
- energy relative to the best compared isomer or geometry (same formula, charge and spin) (kcal/mol) = 1.7

```
9
Properties=species:S:1:pos:R:3:forces:R:3
O -1.019860 1.327000 -0.581570 -1.7 -0.5 -0.3
C -0.734242 0.115630 -0.112011 1.5 0.7 0.7
S -1.703250 -1.170730 -0.258319 -0.1 -0.2 0.1
C 0.652949 0.153585 0.555015 -1.5 -0.9 0.4
S 1.858343 -0.536012 -0.539489 0.7 -0.5 -0.5
H -1.950375 1.190873 -0.908570 0.9 0.7 0.0
H 0.609943 -0.458814 1.454769 0.0 0.1 0.0
H 0.962602 1.141946 0.828267 -0.1 0.6 0.0
H 1.323888 -1.763477 -0.438090 0.2 0.0 -0.2
```
Forces are in eV/Å.

***

# 5
Molecular formula: C5H6O2
Method: DFT, ωB97M-V/def2-TZVPD

Summary:
- HOMO (eV) = -9.9
- energy (eV) = -9375.616
- charge = 0
- 2S+1 = 1
- energy relative to the best compared isomer or geometry (same formula, charge and spin) (kcal/mol) = 34.1

```
13
Properties=species:S:1:pos:R:3:forces:R:3
O 0.697857 2.373479 0.518068 -0.2 -1.0 -0.2
C 0.408433 1.237591 0.219854 0.1 0.5 0.2
C 0.956080 -0.036106 0.900723 -0.5 -0.2 0.2
C 0.074950 -1.209457 0.342376 -0.5 -0.6 -0.1
C -0.871528 -0.592455 -0.618395 -0.8 -0.2 -0.7
O -1.884979 -1.231088 -0.844889 -0.1 1.1 -1.3
C -0.572139 0.852297 -0.892147 -0.1 0.0 -0.1
H 0.966641 0.113685 1.982149 -0.2 0.0 -0.1
H 2.024139 -0.111483 0.607770 -0.6 -0.3 0.0
H -0.926963 -1.773757 0.593007 2.5 0.4 2.6
H 0.659412 -2.043978 -0.041121 0.2 0.2 -0.4
H -1.465047 1.481133 -0.906609 0.2 0.0 0.0
H -0.066855 0.940139 -1.860786 0.0 0.1 0.1
```
Forces are in eV/Å.

***

# 6
Molecular formula: C12H13NO3S2
Method: DFT, ωB97M-V/def2-TZVPD

Summary:
- HOMO (eV) = -8.5
- energy (eV) = -41957.040
- charge = 0
- 2S+1 = 1
- energy relative to the best compared isomer or geometry (same formula, charge and spin) (kcal/mol) = 0.0

```
31
Properties=species:S:1:pos:R:3:forces:R:3
C -4.229217 -0.742456 0.327094 -0.1 -0.1 0.2
O -3.355670 -0.409621 -0.727684 0.2 0.1 -0.2
C -2.039975 -0.706202 -0.607752 0.3 0.0 -0.2
C -1.461582 -1.324460 0.500629 -0.2 0.0 0.0
C -0.098637 -1.562996 0.519416 0.0 -0.1 -0.1
C 0.680175 -1.185920 -0.553618 0.6 -0.1 0.0
S 2.435675 -1.462305 -0.474202 0.0 -0.1 0.4
O 3.065634 -0.878855 -1.625648 -0.3 0.2 0.0
O 2.696475 -2.839291 -0.172335 -0.1 0.0 0.2
N 2.860255 -0.607139 0.918976 -0.2 -0.6 -0.5
C 3.123244 0.805413 0.694589 0.1 0.3 -0.2
C 1.833097 1.495731 0.403061 -0.1 0.6 -0.2
C 0.714926 1.536366 1.179680 0.3 0.1 -0.1
C -0.348982 2.242203 0.578344 -0.1 0.1 -0.1
C -0.020989 2.730832 -0.644371 0.4 0.1 -0.2
S 1.589176 2.328036 -1.089127 -0.3 0.0 0.5
C 0.119315 -0.589903 -1.668337 0.0 0.0 -0.1
C -1.237129 -0.348904 -1.696292 -0.2 -0.1 0.2
H -5.215103 -0.410374 0.006285 0.1 0.0 0.1
H -3.956648 -0.225369 1.252128 0.0 0.0 0.0
H -4.251529 -1.821783 0.504443 0.0 0.0 0.0
H -2.059845 -1.619274 1.347655 -0.1 0.0 0.1
H 0.372878 -2.038932 1.363834 0.0 0.0 0.2
H 3.619005 -1.091062 1.376254 0.1 -0.2 0.0
H 3.811208 0.946473 -0.149436 0.0 0.1 0.2
H 3.577814 1.216148 1.601684 0.0 -0.1 -0.1
H 0.658822 1.072529 2.147631 0.0 -0.2 0.2
H -1.309794 2.383373 1.039651 -0.2 0.0 0.0
H -0.626072 3.308093 -1.314142 -0.2 0.1 -0.1
H 0.760402 -0.319398 -2.492134 0.0 0.1 -0.1
H -1.706921 0.119044 -2.546288 0.0 0.1 -0.1
```
Forces are in eV/Å.